C23H47BO9PS | ωB97M-V/def2-TZVPD

XYZ file:
```
82
Properties=species:S:1:pos:R:3
S -2.43 4.29 4.23
P -1.54 -2.46 0.85
O 1.68 -0.03 5.55
O -3.19 5.26 3.52
O 3.16 1.19 4.42
O 2.07 -1.30 0.15
O -1.13 3.92 3.81
O -2.35 4.69 5.78
O -3.33 2.99 4.41
O 2.39 -3.02 -4.10
O 0.29 -2.08 -1.16
C 0.95 -1.10 2.24
C -0.30 -1.41 -0.09
C -2.49 -3.34 -0.50
C -2.53 -2.78 -1.92
C 0.21 2.45 -3.10
C 0.89 1.05 3.56
C -0.95 4.66 -2.43
C 0.53 -4.53 0.83
C 0.33 3.96 -2.88
C 1.91 0.65 4.60
C 1.88 -1.72 -3.80
C -3.43 2.63 5.80
C -1.19 -0.19 -0.55
C 0.89 -0.82 0.74
C 4.54 -3.93 -3.44
C 2.34 -1.17 -2.46
C -0.70 -3.95 1.55
C -0.80 0.42 -1.90
C -2.13 4.53 -3.42
C 0.08 1.66 -1.78
C 3.77 -3.05 -4.42
C 0.07 -0.14 3.07
C -3.35 3.96 6.52
B 1.78 -1.99 -1.16
H 0.72 4.45 -3.77
H -4.29 4.51 6.48
H -2.92 -1.76 -1.97
H 4.18 -2.03 -4.41
H 2.00 -0.96 2.51
H 1.11 2.11 -3.62
H 0.72 -2.13 2.49
H -0.40 -0.65 3.91
H 0.46 -5.62 0.77
H 2.15 -1.05 -4.63
H 1.08 4.11 -2.09
H -0.37 2.31 -1.02
H 3.52 0.87 3.58
H 1.44 -4.30 1.38
H 1.08 1.39 -1.43
H -0.31 -0.34 -2.51
H -1.09 0.58 0.22
H -3.01 3.87 7.55
H 3.44 -1.18 -2.42
H -1.95 3.75 -4.16
H -2.26 5.46 -3.98
H -3.19 -3.40 -2.54
H -1.71 0.72 -2.43
H 3.97 -3.97 -2.51
H 0.63 -4.15 -0.18
H -2.04 -4.33 -0.57
H 0.26 1.82 4.02
H -0.71 0.26 2.42
H -1.25 4.32 -1.44
H -1.49 -4.71 1.63
H 5.53 -3.51 -3.21
H 2.05 -0.11 -2.42
H 0.79 -1.84 -3.80
H -0.72 5.72 -2.32
H -4.38 2.12 5.96
H -1.54 -2.79 -2.36
H -0.64 2.21 -3.74
H 4.66 -4.94 -3.82
H 3.86 -3.44 -5.44
H 0.90 0.28 0.66
H -3.07 4.32 -2.91
H -2.61 1.97 6.05
H 1.41 1.53 2.73
H -2.25 -0.45 -0.54
H -0.45 -3.71 2.59
H 2.31 -3.11 -1.11
H -3.51 -3.49 -0.12
```

Summary:
Relative energy (zero: lowest compared OMol25 entry of this formula, charge and spin), kcal per mole: 0.0
Kohn-Sham gap, Ha: 0.2273
Charge: -1
DFT total energy, eV: -63842.8731
E_LUMO, eV: 1.900
Max |F|, eV Å⁻¹: 1.0